Computed, not measured: a molecular structure, C9H11B3BrCl21NO5P, with the ωB97M-V functional and the def2-TZVPD basis.

Results
* Kohn-Sham gap: 8.08 eV
* E_HOMO: -9.22 eV

ORCA input file:
```
! RIJCOSX wB97M-V def2-TZVPD def2/J DEFGRID3
* xyz 0 1
C -0.80510 -2.01653 -2.79405
C -0.19409 -2.57878 -1.75792
B 0.67682 -2.78041 -0.38243
O 0.08933 -2.99281 0.92728
B 0.69437 -2.08585 1.91970
Br -0.52330 -1.54271 3.42106
O 2.09172 -1.63263 1.81459
B 2.41853 -1.51455 0.40939
P 3.07366 0.06046 -0.48605
N 3.85915 1.02949 0.51262
O 1.69176 0.86700 -1.12090
O 4.08683 -0.33471 -1.83556
O 2.15033 -2.70702 -0.41107
H -1.51840 -1.42442 -3.51600
H 3.32264 1.92476 0.55023
H 1.87917 1.11379 -2.07074
H 3.76074 -1.16449 -2.28427
C 1.59403 1.58080 4.86560
Cl 2.08251 1.09138 3.23780
Cl 0.34491 2.83185 4.78749
Cl 1.01817 0.18622 5.79345
H 2.46324 1.99531 5.37480
C -1.45353 -6.25959 -3.42802
Cl -0.65124 -4.86960 -2.67543
Cl -1.57508 -7.60296 -2.28174
Cl -3.05690 -5.80398 -4.02411
H -0.85209 -6.58513 -4.27614
C -1.09023 -5.87924 2.12321
Cl -0.23228 -7.15863 1.25099
Cl -2.44321 -5.26999 1.15894
Cl -1.66032 -6.46962 3.69163
H -0.39632 -5.05804 2.29753
C 1.79777 6.04203 6.68382
Cl 2.71874 4.54475 6.47728
Cl 1.21340 6.63316 5.12135
Cl 0.44645 5.79201 7.79900
H 2.45925 6.79524 7.10992
C -0.19128 0.97210 -5.39627
Cl 0.60340 2.36268 -4.64150
Cl -0.29798 -0.38127 -4.25134
Cl -1.80085 1.41564 -5.98401
H 0.40868 0.65517 -6.24908
C -1.55687 2.70449 0.16963
Cl -1.75949 4.45452 -0.00454
Cl -1.24200 1.95594 -1.40337
Cl -0.25117 2.34331 1.30926
H -2.48274 2.28967 0.56654
C -4.10792 4.57129 -3.60584
Cl -3.23972 3.30664 -4.48976
Cl -5.46572 5.18012 -4.56479
Cl -4.67513 3.96155 -2.04398
H -3.42014 5.39619 -3.42306
*
```

How positive or negative is each atom? The Mulliken charges in e answer that:
1 C -0.25
2 C -0.16
3 B 0.54
4 O -0.02
5 B 0.41
6 Br -0.24
7 O -0.22
8 B 0.36
9 P 0.60
10 N -0.75
11 O -0.27
12 O -0.52
13 O -0.30
14 H 0.33
15 H 0.22
16 H 0.23
17 H 0.33
18 C 0.04
19 Cl -0.03
20 Cl -0.12
21 Cl -0.14
22 H 0.17
23 C -0.07
24 Cl -0.08
25 Cl -0.12
26 Cl -0.14
27 H 0.30
28 C 0.64
29 Cl -0.13
30 Cl -0.12
31 Cl -0.15
32 H -0.29
33 C -0.04
34 Cl -0.08
35 Cl -0.10
36 Cl -0.12
37 H 0.35
38 C -0.15
39 Cl -0.11
40 Cl -0.08
41 Cl -0.13
42 H 0.41
43 C -0.26
44 Cl -0.14
45 Cl 0.06
46 Cl 0.01
47 H 0.32
48 C -0.01
49 Cl -0.03
50 Cl -0.13
51 Cl -0.12
52 H 0.27


Computed, not measured: a molecular structure, C9H11CeCl2MnNO4, with the ωB97M-V functional and the def2-TZVPD basis.

Results
* expectation value of S²: 9.195
* Kohn-Sham gap (alpha / beta): 8.21 / 5.88 eV
* E_HOMO (alpha / beta): -23.89 / -23.69 eV

ORCA input file:
```
! RIJCOSX wB97M-V def2-TZVPD def2/J DEFGRID3
* xyz 4 6
Ce -1.08641 -0.09921 -5.37006
Mn 0.18368 0.72905 -1.97794
Cl -0.75813 -1.75194 -3.35878
Cl -0.83440 2.10594 -3.65175
C 1.69211 1.86096 -1.13565
C 0.31310 -1.81573 -6.26338
C 0.41272 1.28155 -6.75408
O 1.90995 2.94425 -0.75290
O 0.78615 -2.78360 -6.71871
O 0.94890 1.98070 -7.51448
O -1.01451 0.26840 -0.40137
C -0.68948 -0.33350 0.65479
C 0.75480 -0.52868 1.02479
C 1.17873 0.52809 2.06091
C 0.70902 0.17141 3.46060
C -0.79795 0.07188 3.65005
C -1.47392 -1.07667 2.89714
N -1.64076 -0.77806 1.47553
H 0.86707 -1.54761 1.42780
H 1.36867 -0.45929 0.10812
H 2.27378 0.62626 2.01611
H 0.78139 1.50719 1.75358
H 1.18095 -0.76874 3.75373
H 1.10220 0.94144 4.12604
H -0.99820 -0.06682 4.71993
H -1.26479 1.02072 3.35236
H -0.86630 -1.98498 3.00799
H -2.46293 -1.24804 3.32031
H -2.57545 -0.79496 1.08932
*
```

How positive or negative is each atom? The Mulliken charges in e answer that:
1 Ce 1.50
2 Mn 0.87
3 Cl -0.31
4 Cl -0.34
5 C 0.43
6 C 0.22
7 C 0.22
8 O -0.02
9 O 0.04
10 O 0.05
11 O -0.60
12 C 0.73
13 C -0.68
14 C -0.55
15 C -0.90
16 C -0.44
17 C -0.60
18 N 0.09
19 H 0.46
20 H 0.32
21 H 0.43
22 H 0.36
23 H 0.38
24 H 0.38
25 H 0.38
26 H 0.34
27 H 0.34
28 H 0.47
29 H 0.41


Computed, not measured: a molecular structure, C9H11CoNO5S, with the ωB97M-V functional and the def2-TZVPD basis.

Results
* expectation value of S²: 0.756
* Kohn-Sham gap (alpha / beta): 8.41 / 8.43 eV
* E_HOMO (alpha / beta): -16.59 / -16.61 eV

ORCA input file:
```
! RIJCOSX wB97M-V def2-TZVPD def2/J DEFGRID3
* xyz 2 2
Co -0.31372 0.22585 -0.14326
O -3.49212 -2.02128 0.72540
C -2.36595 -1.41585 0.54994
O -2.20000 -0.40882 -0.14623
C -1.17903 -2.00004 1.25476
C -1.08442 -3.11273 2.07241
C 0.17141 -3.42379 2.58735
C 1.28188 -2.63621 2.28352
C 1.09525 -1.54154 1.45753
N -0.11203 -1.26261 0.97526
C 2.06306 -0.51290 0.93565
O 3.32041 -0.50236 1.23161
O 1.61369 0.35945 0.18212
H -4.22128 -1.59378 0.23730
H -1.95533 -3.71305 2.29807
H 0.28905 -4.28638 3.22960
H 2.25138 -2.89251 2.69082
H 3.61331 -1.21270 1.82302
C -1.05091 3.90995 -2.40902
S 0.11379 2.96881 -1.45502
C 1.43680 2.81923 -2.63726
O -0.55781 1.56642 -1.43289
H -1.25433 3.38797 -3.34215
H -0.61269 4.89160 -2.59094
H -1.95440 4.01688 -1.81315
H 1.86294 3.81170 -2.78760
H 1.04955 2.41408 -3.57066
H 2.19150 2.16460 -2.20619
*
```

How positive or negative is each atom? The Mulliken charges in e answer that:
1 Co 0.42
2 O -0.36
3 C 0.41
4 O -0.53
5 C 0.64
6 C -0.32
7 C -0.63
8 C -0.60
9 C 1.37
10 N -0.32
11 C 0.42
12 O -0.39
13 O -0.53
14 H 0.44
15 H 0.55
16 H 0.47
17 H 0.28
18 H 0.33
19 C -0.98
20 S 0.58
21 C -0.95
22 O -0.51
23 H 0.34
24 H 0.42
25 H 0.36
26 H 0.43
27 H 0.36
28 H 0.29


Computed, not measured: a molecular structure, C9H11HgN4O, with the ωB97M-V functional and the def2-TZVPD basis.

Results
* relative energy (zero: lowest compared OMol25 entry of this formula, charge and spin): 2.6 kJ/mol
* expectation value of S²: 0.805
* Kohn-Sham gap (alpha / beta): 8.26 / 5.69 eV
* E_HOMO (alpha / beta): -7.83 / -7.87 eV

ORCA input file:
```
! RIJCOSX wB97M-V def2-TZVPD def2/J DEFGRID3
* xyz 0 2
Hg -1.02837 2.23210 -2.47210
O 0.55798 -0.42177 -1.69328
C 1.46400 -0.22625 -0.87433
C 2.84729 -0.23879 -1.32075
C 3.88470 -0.04807 -0.46518
C 3.62571 0.18282 0.90130
C 2.32599 0.22086 1.38201
C 1.22647 0.02835 0.55534
C -0.12265 0.08457 1.09094
N -1.25385 0.04174 0.41546
C -2.25421 0.13429 1.33260
C -1.73689 0.23785 2.59526
N -0.38307 0.20679 2.43308
H 2.99130 -0.41399 -2.37860
H 4.90619 -0.06607 -0.82156
H 4.44848 0.34283 1.58524
H 2.19039 0.42467 2.43680
H -3.29274 0.12053 1.04250
H -2.19798 0.32325 3.56328
H 0.29089 0.24808 3.17511
N -2.54329 -1.06750 -2.27792
N -3.42009 0.05917 -2.28222
H -2.87616 -1.79076 -1.64888
H -1.64877 -0.75295 -1.91531
H -3.86052 0.22698 -1.38458
H -4.14078 -0.08872 -2.97421
*
```

How positive or negative is each atom? The Mulliken charges in e answer that:
1 Hg 0.02
2 O -0.45
3 C 0.16
4 C -0.52
5 C -0.58
6 C -0.58
7 C -0.67
8 C 1.13
9 C 0.05
10 N 0.04
11 C -0.26
12 C -0.70
13 N -0.04
14 H 0.46
15 H 0.38
16 H 0.40
17 H 0.26
18 H 0.34
19 H 0.41
20 H 0.15
21 N -0.48
22 N -0.33
23 H 0.23
24 H 0.25
25 H 0.11
26 H 0.23


Computed, not measured: C9H11N3 in the gas phase, with the ωB97M-V functional and the def2-TZVPD basis.

Results
* relative energy (zero: lowest compared OMol25 entry of this formula, charge and spin): 519.6 kJ/mol
* Kohn-Sham gap: 6.84 eV
* E_HOMO: -7.52 eV

ORCA input file:
```
! RIJCOSX wB97M-V def2-TZVPD def2/J DEFGRID3
* xyz 0 1
C -1.19325 1.77252 -0.46557
C -0.33977 0.65777 -0.99971
C -0.77429 0.17587 -2.35829
C 0.77367 0.20573 -0.33310
C 1.35388 0.96357 0.78182
C 0.69461 0.95574 1.93744
N -0.47042 0.37865 2.04962
C -0.88781 -0.69976 1.59795
N -0.25373 -1.84821 1.42409
C 0.83768 -2.33969 0.99069
C 1.40390 -2.06230 -0.30409
N 1.30674 -0.95695 -0.83288
H -0.91460 1.99037 0.50686
H -2.27234 1.67375 -0.36192
H -1.04484 2.59114 -1.19862
H -0.45899 -0.78516 -2.53140
H -0.40555 0.92695 -2.95499
H -1.83714 0.32664 -2.43136
H 2.27887 1.42898 0.69577
H 1.09804 1.49024 2.77031
H -1.95516 -0.67815 1.37035
H 1.11890 -3.33242 1.42602
H 1.94158 -2.83530 -0.77898
*
```

How positive or negative is each atom? The Mulliken charges in e answer that:
1 C -1.73
2 C 1.26
3 C -1.65
4 C 0.00
5 C -0.42
6 C -0.48
7 N -0.42
8 C -0.06
9 N -0.27
10 C -0.14
11 C -0.06
12 N -0.54
13 H 0.46
14 H 0.35
15 H 0.38
16 H 0.46
17 H 0.38
18 H 0.37
19 H 0.50
20 H 0.45
21 H 0.35
22 H 0.33
23 H 0.45


Computed, not measured: 2 unconnected molecules or ions with the total composition C9H11N5O4, with the ωB97M-V functional and the def2-TZVPD basis.

Results
* Kohn-Sham gap: 6.69 eV
* E_HOMO: -8.95 eV

ORCA input file:
```
! RIJCOSX wB97M-V def2-TZVPD def2/J DEFGRID3
* xyz 0 1
O -2.83431 1.17759 0.97115
N -2.65560 -0.04484 1.21450
O -3.57556 -0.78659 1.62968
C -1.34389 -0.58941 1.01310
C -1.05881 -1.90540 1.51434
N 0.15140 -2.46427 1.52200
C 1.13697 -1.76364 0.96201
N 2.45592 -2.10995 0.89835
O 3.10012 -0.99960 0.31259
N 2.15855 0.02881 0.05892
O 2.51720 1.09693 -0.39862
C 0.90804 -0.44768 0.43085
C -0.30265 0.20128 0.51413
H -1.87793 -2.47921 1.95507
H -0.35701 1.26060 0.28772
C 1.07399 4.17962 3.44019
C 0.02808 4.94400 2.59321
C -0.74747 3.87463 1.80154
N -0.07312 2.60258 2.02341
C 0.87367 2.68253 3.12286
H 2.08768 4.48496 3.16935
H 0.91976 4.36333 4.50806
H -0.65388 5.51886 3.22703
H 0.52258 5.62072 1.89276
H -1.79516 3.79916 2.13623
H -0.77549 4.10237 0.72885
H -0.74751 1.85209 2.13636
H 1.81446 2.18691 2.84871
H 0.48262 2.16185 4.01406
*
```

How positive or negative is each atom? The Mulliken charges in e answer that:
1 O -0.56
2 N 0.92
3 O -0.58
4 C -0.18
5 C -0.26
6 N -0.59
7 C 0.62
8 N -0.51
9 O -0.15
10 N 0.79
11 O -0.63
12 C 0.12
13 C 0.04
14 H 0.49
15 H 0.49
16 C -0.45
17 C -0.49
18 C -0.66
19 N 0.07
20 C -0.71
21 H 0.26
22 H 0.27
23 H 0.27
24 H 0.24
25 H 0.29
26 H 0.30
27 H 0.08
28 H 0.25
29 H 0.29


Number 1: maximum force 8.3 eV/Å. Number 2: maximum force 9.7 eV/Å. Number 3: maximum force 0.3 eV/Å. Number 4: maximum force 0.1 eV/Å. Number 5: maximum force 3.3 eV/Å. Number 6: maximum force 3.2 eV/Å.